The following is a DFT calculation (wB97M-V/def2-TZVPD) of C22H21Cl5CsN5O4S2 as an isolated structure.

Each line ends with the Löwdin charge.
CARTESIAN COORDINATES (ANGSTROEM)
N  -1.274  1.560  3.388  0.00
O  2.071  -0.892  5.112  -0.01
H  0.109  -3.013  2.277  0.11
C  0.140  3.342  -0.630  -0.22
Cs  1.180  0.039  0.359  0.92
H  -1.844  2.598  5.142  0.13
C  -0.510  -4.088  0.524  -0.47
C  2.645  1.213  -3.246  -0.69
H  0.622  4.432  -2.413  0.09
C  1.502  -0.582  4.029  -0.61
C  0.958  2.147  -5.180  -0.72
H  0.368  -3.742  -3.032  0.06
C  -2.456  3.569  -1.299  -0.16
H  -3.511  3.629  -1.531  0.08
H  -1.935  1.890  2.658  -0.01
C  3.203  1.877  -4.337  -0.72
C  -0.801  -3.128  1.683  -0.29
H  -1.090  -4.089  -2.141  0.06
C  -0.756  -1.978  -2.591  -0.32
H  -1.047  -1.127  2.025  0.05
C  -2.504  -1.604  0.671  -0.21
H  1.182  3.232  -0.335  0.09
N  -0.756  2.776  0.180  0.00
H  -1.536  -3.655  2.325  0.11
H  -3.452  -1.453  -1.248  0.12
C  -1.511  4.131  -2.126  -0.13
H  -3.298  -2.237  1.111  0.11
C  -0.262  -3.380  -2.217  -0.48
H  -1.468  -0.281  -1.717  0.06
Cl  -1.256  1.210  -3.941  0.64
H  1.607  -0.117  6.237  0.03
C  2.332  2.353  -5.315  -0.72
O  1.785  -0.999  2.893  -0.20
Cl  3.810  0.611  -2.007  0.50
H  0.084  -1.377  -2.946  0.08
N  -1.346  -1.260  -1.494  -0.10
Cl  -0.115  2.736  -6.414  0.61
H  -1.422  -4.338  -0.017  0.06
S  0.724  -3.550  -0.701  0.83
C  -2.065  2.885  -0.126  -0.81
C  0.348  0.396  4.120  -0.15
C  0.497  1.468  -4.055  -0.70
C  -1.184  1.884  4.681  -0.02
N  -1.220  -1.811  1.299  -0.13
C  -2.503  -1.841  -0.847  -0.21
C  -0.138  1.152  5.217  -0.07
H  -2.787  -0.564  0.852  0.05
C  0.256  1.225  6.646  -0.54
C  -0.164  4.028  -1.789  -0.11
S  -3.275  2.195  0.918  0.46
Cl  4.911  2.119  -4.519  0.61
O  1.246  0.448  7.033  0.08
H  -0.143  -5.022  0.956  0.06
H  -1.436  -2.116  -3.455  0.11
H  -2.511  -2.912  -1.054  0.08
O  -0.306  1.987  7.413  0.04
H  -1.819  4.632  -3.037  0.10
C  1.309  0.995  -3.051  -0.19
N  -0.359  0.657  3.027  0.03
Cl  2.956  3.188  -6.703  0.61

As for the relative energy (zero: lowest compared OMol25 entry of this formula, charge and spin): 0.0 kcal per mole. The total charge is -2. For the maximum force, the calculation gives 0.0097 hartree/bohr. The molar mass comes out at 793.745 g mol⁻¹.